Formula: C19H27N3O3
Source: OMol25
Level of theory: ωB97M-V/def2-TZVPD

Last column: natural (NBO) charge in e.
Cartesian coordinates (Å):
O 1.70217 3.44789 0.54505  -0.5254
O -1.93006 1.61660 -1.90780  -0.6397
O 0.05655 -0.99034 -1.79203  -0.6535
N -1.01676 -1.02495 0.21417  -0.6678
N 0.65692 -2.53588 -0.23249  -0.6313
N -0.16730 1.61481 -0.53421  -0.4567
C 4.64147 -1.15126 1.13441  -0.2074
C 0.63677 1.25495 0.61029  -0.2568
C -3.91456 -1.71581 -0.38203  -0.4031
C -2.71644 0.54802 1.04570  -0.3947
C 1.91802 -2.82786 -0.90073  -0.2590
C 2.98656 -1.85717 -0.46540  0.0454
C 0.90721 3.80217 -0.56775  -0.0751
C 3.72378 -2.08700 0.68929  -0.2497
C 4.82562 0.02779 0.43233  -0.2181
C 1.02264 2.53459 1.36767  -0.0718
C 0.52488 2.56943 -1.38342  -0.2532
C -0.09511 -1.47911 -0.69349  0.7974
C 4.09410 0.26510 -0.71943  -0.1975
C 3.17851 -0.67244 -1.16675  -0.2485
C -3.59746 -0.47170 1.76657  -0.3976
C -1.34818 1.11283 -0.96647  0.7324
C -4.61917 -1.07844 0.81105  -0.3988
C -2.01390 -0.04326 -0.18719  0.0439
C -3.06417 -0.68381 -1.11257  -0.4057
H 5.21268 -1.34242 2.03127  0.2130
H 1.55223 0.75362 0.26817  0.2103
H 2.59457 -0.48925 -2.05652  0.2355
H -4.65316 -2.12505 -1.07331  0.2164
H 1.70253 2.29576 2.18773  0.1941
H 2.19592 -3.85766 -0.66436  0.2046
H 1.73147 -2.73307 -1.97184  0.2361
H 1.42998 2.09359 -1.77760  0.1909
H -2.98280 -1.26706 2.19785  0.1779
H -0.13988 2.83320 -2.20559  0.2547
H -5.28804 -0.29276 0.45440  0.1987
H 0.09952 0.59024 1.28104  0.2260
H 1.50751 4.49025 -1.16434  0.1951
H -3.69682 0.11022 -1.50870  0.2320
H -1.29375 -1.64599 0.95885  0.3936
H 4.23554 1.18545 -1.26671  0.2164
H -4.10837 0.02445 2.59457  0.2166
H -3.29003 -2.54674 -0.04224  0.1845
H 3.58293 -3.00747 1.23989  0.2047
H 0.65828 -2.69402 0.76461  0.3800
H -2.54117 -1.13832 -1.95500  0.2320
H -0.00429 4.31539 -0.22554  0.1657
H 5.53769 0.76050 0.78153  0.2156
H -3.34125 1.37230 0.69643  0.2243
H 0.11121 3.00377 1.77336  0.1585
H -5.22273 -1.82236 1.33557  0.2071
H -1.98183 0.95828 1.74172  0.2078

Force components x, y, z for each atom (eV/Å):
O 0.182 0.116 -0.021
O -0.270 -0.036 -0.235
O 0.060 0.150 -0.427
N -0.384 -0.065 0.170
N -0.038 -0.302 0.085
N 0.266 0.309 -0.001
C 0.030 -0.010 0.125
C 0.164 0.238 0.545
C -0.105 0.253 -0.021
C 0.126 -0.166 0.148
C -0.034 0.096 -0.062
C 0.004 -0.058 -0.083
C -0.065 -0.121 -0.305
C -0.019 -0.013 -0.071
C 0.045 0.076 0.022
C -0.096 -0.421 0.062
C -0.100 0.366 -0.007
C -0.021 -0.449 0.512
C 0.043 0.030 -0.037
C 0.084 -0.064 -0.069
C -0.163 0.193 -0.165
C -0.110 0.021 0.236
C 0.167 -0.282 0.114
C -0.150 0.160 -0.483
C 0.055 -0.090 0.016
H 0.052 -0.011 0.065
H -0.097 -0.020 0.108
H -0.064 0.022 -0.089
H 0.055 -0.090 -0.008
H -0.087 -0.026 -0.002
H 0.000 0.081 -0.085
H 0.086 -0.134 0.102
H 0.008 0.022 -0.023
H 0.000 -0.059 0.111
H 0.139 0.004 0.062
H -0.089 0.043 -0.004
H 0.124 0.125 -0.057
H -0.087 -0.008 -0.012
H 0.010 -0.028 -0.028
H 0.108 -0.018 -0.067
H 0.002 0.082 -0.048
H 0.086 -0.055 0.067
H -0.017 -0.112 0.007
H -0.002 -0.110 0.053
H -0.021 0.101 -0.069
H -0.020 0.090 -0.044
H 0.052 -0.027 -0.053
H 0.063 0.060 0.028
H 0.025 0.048 -0.022
H 0.057 -0.054 -0.001
H -0.076 0.053 -0.004
H 0.021 0.089 -0.039

E_HOMO (eV): -8.675
Electronic energy (Ha): -1130.24438
LUMO energy (eV): 0.52
SMILES: O=C(NCc1ccccc1)NC1(C(=O)N2CCOCC2)CCCCC1
Relative energy (zero: lowest compared OMol25 entry of this formula, charge and spin) (kJ/mol): 118.02
Orbital gap (eV): 9.2
Largest force on an atom (eV/A): 0.7



Formula: C3H7N2O
Source: OMol25
Level of theory: ωB97M-V/def2-TZVPD

Last column: natural (NBO) charge in e.
Cartesian coordinates (Å):
O 1.74170 -0.04830 -1.41664  -0.5101
N 1.28689 -1.90113 -0.20644  -0.7883
N -0.10273 -0.02094 -0.07199  -0.3376
C 0.23073 1.76382 -0.27855  -0.2399
C 1.11451 -0.70042 -0.69088  0.7889
C -1.22235 -0.50790 0.19428  0.0958
H -1.84125 0.13469 0.65275  0.2169
H 0.80443 -2.14519 0.68051  0.4081
H -1.31488 -1.67665 0.11609  0.2374
H 2.17022 -2.34370 -0.24926  0.4385
H -0.65996 1.96400 -0.64965  0.2006
H 0.50373 2.06113 0.82330  0.2397
H 1.09881 1.72222 -0.82097  0.2501

Force components x, y, z for each atom (eV/Å):
O 1.801 0.937 -2.195
N -1.210 -1.864 2.463
N 2.278 3.226 -1.746
C 1.941 -3.669 6.548
C -1.818 0.162 1.727
C 2.439 -4.582 -0.598
H -3.135 1.814 1.248
H 0.435 0.254 -1.144
H -0.404 2.425 0.112
H 0.993 -0.358 -0.658
H -3.735 1.771 -1.771
H -1.071 -0.320 -2.210
H 1.485 0.205 -1.776

Net charge: +1
E_HOMO (eV): -15.784
Electronic energy (Ha): -302.92406
LUMO energy (eV): -5.12
SMILES: C=[N+](C)C(N)=O
Relative energy (zero: lowest compared OMol25 entry of this formula, charge and spin) (kJ/mol): 304.45
Orbital gap (eV): 10.7
Largest force on an atom (eV/A): 7.8



Formula: C2H8FN2OP
Source: OMol25
Level of theory: ωB97M-V/def2-TZVPD

Last column: natural (NBO) charge in e.
Cartesian coordinates (Å):
P 0.36221 -0.62761 -0.07960  2.2383
F -2.19224 1.80056 0.35905  -0.6330
O 1.31622 -1.69017 -0.32392  -0.9975
N -1.21449 -0.54874 0.02097  -1.0467
N 0.75304 0.93163 -0.29607  -0.9549
C -1.71622 -1.95129 0.09259  -0.4414
C 2.01591 1.49079 0.22204  -0.4041
H -0.06778 1.45953 -0.05200  0.4378
H 2.82890 0.79357 0.27047  0.2203
H -2.08395 0.82085 0.14863  0.5732
H -2.08202 -2.15074 1.08912  0.1978
H 2.11858 2.30678 -0.54359  0.2131
H 1.74718 1.80734 1.13352  0.1921
H -2.58193 -1.91705 -0.47775  0.1998
H -1.01133 -2.71713 -0.32149  0.2053

Force components x, y, z for each atom (eV/Å):
P -2.470 2.316 -1.041
F 0.054 -1.352 -0.441
O 0.489 -0.482 0.383
N 1.892 -2.360 0.398
N 1.038 -1.747 0.391
C 0.483 0.355 0.124
C -0.851 0.556 -4.493
H -0.309 0.645 -0.015
H 0.264 -0.341 -0.357
H 0.305 1.394 0.540
H 0.393 -0.427 0.442
H 1.123 -0.383 1.343
H -0.088 1.752 3.493
H -1.654 -0.477 -1.400
H -0.672 0.550 0.636

E_HOMO (eV): -9.894
Electronic energy (Ha): -706.97044
LUMO energy (eV): -0.20
Relative energy (zero: lowest compared OMol25 entry of this formula, charge and spin) (kJ/mol): 170.47
Orbital gap (eV): 9.7
Largest force on an atom (eV/A): 4.6



Formula: C21H46N5O23
Source: OMol25
Level of theory: ωB97M-V/def2-TZVPD

Last column: Löwdin charge in e.
Cartesian coordinates (Å):
O -0.40656 -2.47796 -4.64504  -0.0585
O -1.30701 -0.65724 -0.31727  -0.0213
O 1.17410 1.17531 -6.71873  0.1310
O -0.67801 -1.34284 -2.88524  0.0704
O -3.94520 -1.43749 -0.54054  0.0527
O 1.34661 5.58894 0.06737  -0.0511
O 0.46089 3.93889 1.15973  -0.0403
O 2.21570 -4.26836 4.07642  -0.0784
O 0.50135 -0.39478 0.86383  0.1400
O 2.50585 0.62055 3.84092  -0.0289
O 1.56463 -2.38593 3.10778  0.0498
O -3.47042 2.09583 4.60350  0.1155
O 0.80912 1.92428 3.92324  -0.0476
O -1.75027 -3.27839 -3.18084  -0.0048
O 0.78369 3.63624 -1.00604  -0.0068
O 2.00893 1.86174 2.03129  0.0245
O 3.45954 -0.14477 -0.00700  0.1924
O -5.72866 -2.51144 0.21072  -0.0295
O -0.21155 1.17774 -0.56346  -0.0348
O -2.70088 -4.10927 3.45165  0.1763
O -4.41526 -1.38872 1.57328  -0.0556
O 3.32381 -2.40588 4.39212  -0.0186
O -4.19013 2.37897 -0.64537  0.1115
N -0.56518 -4.33848 2.54292  0.1286
N 1.24607 -0.00131 -4.62757  0.1005
N -3.16338 -0.07479 3.71956  0.0958
N -2.24851 2.34928 -2.03007  0.1026
N 5.03078 0.23644 -1.78491  0.0635
C 0.90849 4.42587 0.11314  -0.8717
C 1.77057 0.30823 -6.07746  -0.2754
C -3.37937 1.43268 3.55517  -0.3081
C -1.03683 -4.88546 5.04786  0.0288
C -1.66101 -0.39638 3.74250  0.0699
C -2.99037 4.51141 -0.83215  0.0425
C -1.06386 -3.34181 1.43400  0.0361
C -3.52903 1.97917 2.17371  0.0180
C -4.71734 -1.84435 0.48240  -0.8884
C 1.10679 1.25833 -3.76002  0.0271
C -2.89117 1.23958 -2.85812  0.0520
C 3.07914 -0.43601 -6.45886  0.0214
C 4.14350 0.70766 -0.56199  -0.2802
C -1.58734 -4.35343 3.70956  -0.3729
C 2.40893 -3.05477 3.87361  -0.9158
C 6.37515 -0.31213 -1.41403  0.0169
C 1.78998 1.47273 3.30386  -0.8848
C -0.32021 0.05865 -0.04282  -0.7989
C 4.50530 2.13939 -0.07462  0.0515
C -1.01801 -2.35567 -3.58905  -0.9557
C -3.21644 3.02987 -1.07105  -0.3153
H -3.60042 -0.51513 4.51655  0.1696
H 0.45321 2.79337 -0.68675  0.0069
H 1.81865 -0.71035 -4.19223  0.1444
H -3.20241 0.44334 -2.18194  0.0946
H -0.48090 -3.45718 0.52025  0.1002
H 4.44838 -0.47382 -2.20496  0.1534
H -1.47086 2.03619 -1.46675  0.0921
H 5.16811 0.96302 -2.47289  0.1562
H 1.91970 -1.49456 3.07651  0.0772
H 3.59519 -0.02556 -7.32680  0.0910
H -0.43347 -5.26918 2.17341  0.1674
H -3.23808 5.00714 -1.77076  0.0982
H 5.12946 2.05158 0.81466  0.1138
H -1.50669 -1.47080 3.64295  0.0773
H 1.94452 1.94245 -3.89523  0.0963
H 0.40423 -4.16231 2.76499  0.0948
H 7.15089 0.44775 -1.50847  0.1028
H -1.89410 3.11883 -2.57988  0.1544
H -2.59188 2.31932 1.73310  0.1033
H -3.69954 1.64869 -3.46414  0.1041
H 3.52966 2.56973 0.15131  0.0879
H -2.08014 -3.58449 1.12352  0.0993
H -2.09556 0.87969 -3.51050  0.0776
H 0.14528 1.75671 -3.88339  0.0919
H -1.31677 0.08816 4.65618  0.1117
H -1.04788 -1.55055 -2.02404  0.0821
H 1.22709 2.41529 1.96881  0.0442
H 5.01639 2.84548 -0.72908  0.0849
H -4.22179 2.81810 2.10754  0.0966
H -3.73698 -0.52006 3.01755  0.0821
H 1.17392 0.89061 -2.73612  0.0816
H 3.73644 -0.62612 -5.61038  0.0705
H -0.72675 -5.92874 4.98857  0.0932
H 2.90765 -1.41092 -6.91518  0.0994
H -1.24278 0.10727 2.87100  0.0914
H -3.59683 4.83031 0.01555  0.1013
H -0.21258 -4.31519 5.47623  0.0890
H 1.01673 0.40006 1.01943  0.0742
H 6.33261 -0.62551 -0.37092  0.1189
H -3.28210 -0.97849 -0.01975  0.0392
H -1.85693 -4.81286 5.76219  0.0820
H 0.34403 -0.45298 -4.57852  0.1010
H -4.03121 1.27521 1.51012  0.0739
H -0.90516 -2.29614 1.69762  0.0566
H 6.62867 -1.06644 -2.15891  0.1030
H -1.94619 4.74887 -0.62865  0.0924

Force components x, y, z for each atom (eV/Å):
O 2.366 1.705 -3.926
O -0.059 -0.928 0.132
O 2.126 -3.235 2.301
O 0.681 3.570 2.478
O 0.751 0.191 -0.682
O 0.539 -0.456 -1.998
O -0.834 -1.648 0.605
O -1.952 -1.684 -1.007
O 1.019 0.200 0.398
O 1.811 -0.878 -1.341
O -2.307 0.316 -1.952
O 0.351 -2.467 -3.526
O -1.566 1.437 -1.026
O -0.517 1.314 1.269
O 0.573 0.419 -1.818
O 0.226 -0.251 -1.108
O 2.657 3.127 -3.038
O 0.558 -0.223 -0.024
O 1.490 2.508 -0.937
O -0.808 0.559 -0.139
O 1.700 1.577 4.249
O 0.437 0.357 -0.270
O 3.892 2.263 -1.811
N -1.521 1.494 -1.442
N 1.023 2.069 -0.964
N 0.446 0.573 -0.180
N -2.596 0.994 -0.238
N -0.392 -0.169 0.031
C -0.372 2.397 2.228
C -1.311 2.077 -1.263
C -0.703 2.254 4.339
C -0.654 0.727 -0.120
C -0.902 0.722 -0.579
C 0.474 -0.993 0.018
C 0.529 -0.776 -0.535
C -0.613 -0.427 -0.682
C -3.921 -1.449 -2.342
C 0.769 -0.728 0.640
C 0.903 0.319 0.248
C -0.905 -0.152 -0.399
C -0.906 -0.890 3.600
C 2.235 -1.623 0.994
C 3.138 -0.256 2.915
C 0.315 0.169 0.023
C -0.295 -2.130 4.008
C -4.069 -1.785 -0.955
C -0.941 -0.946 -0.489
C -1.331 -6.383 -1.532
C -3.763 -1.763 1.512
H -0.025 0.862 1.103
H -0.062 -0.734 0.538
H 0.249 -0.225 0.268
H -0.078 0.073 -0.035
H 0.388 -0.376 0.299
H -0.033 -0.584 -0.148
H 1.567 -1.493 1.147
H -0.221 0.527 -0.082
H 0.178 1.014 0.193
H -0.027 1.027 0.497
H -0.771 -0.611 -0.350
H -0.285 0.244 0.053
H -0.425 -0.216 0.310
H -0.132 0.258 0.344
H -0.181 -0.013 -0.415
H 1.269 1.090 1.375
H -0.366 0.284 0.102
H 0.334 0.099 -0.535
H 0.301 -0.275 0.227
H 0.001 0.035 0.340
H 0.006 0.141 0.655
H -0.012 0.145 0.609
H -0.134 -0.195 0.112
H 0.289 -0.290 -0.397
H 0.465 -0.358 -0.192
H -0.450 0.841 1.393
H -0.609 1.583 -1.132
H -0.003 -0.564 -0.646
H 0.215 0.229 0.864
H 0.071 -1.017 -2.349
H -0.402 0.082 0.114
H -0.051 0.308 -0.020
H 0.087 0.075 -0.344
H -0.863 -0.406 0.575
H 0.249 -0.068 0.190
H -0.078 0.010 -0.352
H 0.291 0.074 -0.594
H 1.494 0.483 1.154
H 0.054 -0.488 -0.297
H 1.069 0.376 -0.616
H -0.132 -0.119 -0.153
H -1.490 -1.438 -0.657
H 0.518 -0.582 0.019
H -0.172 -0.401 0.533
H -0.090 -0.330 0.533
H 0.222 -0.176 0.103

Net charge: -1
E_HOMO (eV): -4.056
Electronic energy (Ha): -2831.97860
LUMO energy (eV): -0.59
Relative energy (zero: lowest compared OMol25 entry of this formula, charge and spin) (kJ/mol): 527.19
Orbital gap (eV): 3.5
Largest force on an atom (eV/A): 6.7



- What is the LUMO energy in the third record?
  -0.20 eV



- Number 4 is which compound?
  C21H46N5O23



- The highest orbital gap belongs to which entry?
  C3H7N2O